Formula: C35H43ClInP2Si2
Source: the Open Molecules 2025 dataset
Level of theory: ωB97M-V/def2-TZVPD

Last column: Löwdin charge in e.
Element x y z (Å)
C (0.0278, 5.2530, -5.4807)  -0.07
H (0.6191, -4.6938, -4.1003)  0.14
C (3.7953, -1.5804, -0.9642)  -0.26
H (2.0512, 2.7478, -8.1119)  0.11
H (-2.0386, 4.7343, -5.0944)  0.11
C (-0.2152, -2.1657, -8.2600)  -0.08
C (0.7390, -2.5074, -4.0690)  -0.21
C (-2.2609, -1.4655, -1.4919)  -0.22
C (1.1738, 1.1542, -6.9396)  -0.11
H (-2.0678, -0.5020, -4.2030)  0.14
C (-1.4771, -0.9639, 0.6129)  -0.18
H (-0.7596, -3.1396, -10.1202)  0.11
H (-2.6330, -2.3846, -5.7851)  0.15
C (-1.2722, 2.1678, -7.7609)  -0.07
C (-1.9959, -0.3862, -0.5875)  -0.20
H (3.6717, 3.5089, 2.0955)  0.04
H (-0.1314, 3.5922, -8.9354)  0.11
Cl (4.3638, 4.0821, -3.1118)  0.28
H (2.1640, 5.5125, -5.7244)  0.11
H (3.5298, 3.0109, -0.2170)  0.05
C (-1.2244, 1.0929, -6.8600)  -0.11
Si (3.4676, 3.0673, -4.6405)  0.24
C (0.0020, 0.5462, -6.4755)  -0.23
H (0.9268, 2.0197, -3.5612)  -0.02
H (1.9401, -0.8522, 2.0628)  0.04
H (-1.2719, -0.4313, 1.5340)  0.08
C (0.6183, 1.8451, 1.8894)  -0.32
C (1.7915, -2.9463, -7.1991)  -0.09
H (0.2215, 1.0946, 1.1961)  0.00
C (-1.1629, -3.7193, -4.8658)  -0.04
In (0.4771, -0.1215, -2.2090)  0.85
H (1.2787, 1.3759, 2.6311)  0.03
P (2.3883, -0.5848, -0.3364)  0.83
C (2.6349, 3.7607, 2.3486)  -0.30
H (-2.2457, 0.6566, -0.7506)  0.08
H (4.7298, -1.2609, -0.4801)  0.06
H (2.5725, -2.8606, -6.4363)  0.10
H (-0.2281, 2.2959, 2.4249)  0.04
H (0.9472, -1.9518, 1.0823)  0.01
Si (0.0726, -1.2027, -5.5378)  0.81
C (-1.8154, -2.6741, -0.8943)  -0.14
C (-0.6660, 3.2619, -4.3165)  -0.08
H (-1.8692, -3.6652, -1.3482)  0.09
C (0.6166, -2.1782, -7.1268)  -0.23
C (-0.0963, 2.7579, -8.2372)  -0.06
H (-1.4530, 2.5896, -3.9585)  0.11
H (3.8943, -1.4610, -2.0516)  0.03
H (2.1438, 0.7625, -6.6235)  0.10
H (2.8581, -4.5095, -8.2583)  0.11
H (-2.2328, 2.5499, -8.0880)  0.11
H (3.6139, -2.6413, -0.7394)  0.05
C (2.6821, 2.3211, -0.1017)  -0.46
C (-0.9969, 4.4481, -4.9737)  -0.07
H (-2.8042, -1.3869, -2.4358)  0.08
C (1.9430, -1.5062, 1.1836)  -0.23
C (-0.0493, -3.1005, -9.2961)  -0.06
C (-0.1168, -1.4097, -3.6664)  -0.45
H (-1.7005, -4.6519, -5.1297)  0.15
C (0.6731, 2.9131, -4.1411)  -0.16
C (3.2169, 0.9452, 0.3453)  -0.37
H (3.2137, 0.8591, 1.4419)  0.08
C (1.0265, -3.9927, -9.2565)  -0.07
H (4.1490, 3.3192, -5.8745)  -0.05
H (2.6701, -2.3117, 1.3411)  0.06
C (-1.3982, -1.3479, -4.3538)  -0.24
H (-0.2248, 6.1709, -6.0090)  0.11
P (1.4714, 3.2235, 1.0147)  0.87
H (-1.0266, -3.0931, 1.1547)  0.09
H (1.1254, -4.7615, -10.0271)  0.11
H (1.8150, -2.4395, -3.8557)  0.12
H (-1.0253, -1.4456, -8.3621)  0.10
C (1.3673, 4.8766, -5.3398)  -0.10
H (4.2642, 0.8596, 0.0168)  0.08
H (2.1853, 2.2665, -1.0907)  0.01
H (-2.1589, 0.6820, -6.4696)  0.10
C (1.1275, 2.2614, -7.7922)  -0.07
C (-1.7581, -2.4747, -5.1451)  -0.07
H (3.4077, 1.6030, -4.3224)  -0.04
C (1.6975, 3.6632, -4.7288)  -0.39
C (0.0953, -3.7535, -4.3257)  -0.04
C (-1.3562, -2.3680, 0.4163)  -0.16
H (2.3548, 3.3200, 3.3125)  0.04
H (2.5427, 4.8521, 2.4212)  0.03
C (1.9737, -3.8658, -8.2372)  -0.08

As for the total energy: -3271.0575 a.u. The value obtained for the HOMO energy (spin up / spin down) is -0.34330 / -0.34303 Ha. The HOMO-LUMO gap (spin up / spin down) comes out at 5.2485 / 5.2325 eV. As for the spin multiplicity: 1. The net charge is +1.



Formula: C35H43F7N6O9S2Sr
Source: the Open Molecules 2025 dataset
Level of theory: ωB97M-V/def2-TZVPD

Last column: Löwdin charge in e.
Element x y z (Å)
H (14.1669, 6.3807, 13.6751)  0.05
O (10.5858, 8.0089, 14.6188)  -0.02
H (14.2832, 7.3122, 15.1194)  0.09
H (15.0458, 6.1901, 12.0909)  0.06
C (8.2282, 12.0314, 15.0805)  -0.08
H (7.5667, 8.6932, 16.8752)  0.10
F (16.0751, 8.7311, 7.3890)  0.10
H (8.2842, 8.6457, 14.9395)  0.14
H (6.1243, 12.1265, 7.9319)  0.08
C (7.0993, 12.6145, 8.1818)  -0.02
H (14.7434, 12.6089, 10.6868)  0.08
C (8.4814, 9.6736, 14.6410)  0.06
O (10.9875, 5.5179, 8.5727)  -0.23
C (9.8846, 11.2448, 13.3767)  -0.27
F (15.0894, 7.4160, 5.8196)  0.08
H (15.1176, 6.9664, 10.4691)  0.08
H (8.2060, 17.5411, 17.6582)  0.13
N (7.6872, 10.6837, 9.6427)  0.03
H (16.0901, 9.3851, 9.2945)  0.07
O (12.8440, 9.4901, 6.7349)  -0.25
H (17.1830, 8.3290, 10.2424)  0.08
F (15.3369, 6.7584, 7.9154)  0.09
F (10.1780, 9.0245, 7.0635)  0.13
F (9.5704, 15.8518, 14.3674)  0.03
C (6.6619, 9.2828, 16.9122)  -0.07
H (13.4657, 11.1400, 15.2264)  0.05
H (6.0129, 11.0104, 18.1437)  0.10
H (17.3882, 10.1228, 10.2887)  0.08
F (9.6893, 7.0684, 6.1061)  0.12
C (10.4042, 8.7258, 13.6038)  -0.64
C (13.9423, 7.3457, 14.0740)  -0.04
H (13.5896, 12.6870, 12.0999)  0.06
C (7.9055, 14.4529, 15.5125)  -0.16
H (11.2198, 13.0176, 8.1313)  0.07
C (15.2969, 8.3223, 12.1191)  -0.19
C (8.9754, 14.6404, 14.5765)  -0.19
C (6.7416, 18.0056, 15.6440)  -0.06
H (9.7452, 13.3196, 7.1894)  0.08
H (6.8707, 12.8729, 16.5598)  0.10
C (15.5277, 11.8110, 10.7160)  -0.04
C (15.0528, 7.8581, 7.1461)  -0.54
C (14.1660, 9.7852, 13.7283)  -0.18
N (6.2303, 17.9599, 17.0904)  0.06
H (14.1966, 9.7246, 15.9128)  0.09
H (5.6625, 10.9531, 15.7833)  0.15
C (9.8517, 7.7404, 7.2728)  -0.61
O (13.6794, 8.9050, 8.9590)  -0.48
H (6.2831, 9.4660, 9.5396)  0.09
C (9.5764, 9.8925, 13.8462)  -0.03
H (13.0475, 12.3013, 13.7848)  0.07
C (9.2457, 12.2822, 14.1335)  -0.05
C (7.0856, 15.7199, 17.5032)  -0.15
H (7.8560, 15.0884, 18.0486)  0.17
H (6.9989, 17.3052, 18.8998)  0.12
H (10.5119, 13.8424, 13.3141)  0.14
S (13.3541, 8.4423, 7.5796)  0.66
C (13.8849, 12.2846, 13.0647)  -0.05
S (11.1891, 6.8810, 8.3091)  0.61
H (6.8856, 13.4358, 8.8261)  0.07
H (15.6902, 11.3690, 9.7394)  0.06
C (14.4454, 10.8970, 12.8695)  -0.21
H (5.3268, 17.4580, 17.1934)  0.19
N (10.3507, 11.1076, 9.4872)  -0.10
N (12.5507, 7.0491, 7.4768)  -0.28
C (10.1335, 13.1167, 8.2208)  -0.08
N (7.1975, 15.5384, 16.0849)  -0.11
C (9.5166, 11.9620, 8.8695)  -0.32
H (7.7449, 18.4454, 15.6036)  0.14
O (11.6113, 11.4557, 9.5396)  -0.41
H (6.0965, 15.4126, 17.8288)  0.12
H (7.8453, 10.8841, 17.8689)  0.11
C (6.8422, 10.6436, 17.5549)  -0.12
H (12.5543, 9.6330, 15.1920)  0.08
H (16.6072, 6.6692, 11.4985)  0.10
C (9.6513, 13.6250, 13.9308)  0.10
H (14.6516, 12.9680, 13.4315)  0.09
C (16.6973, 9.3011, 10.2417)  -0.04
C (15.7507, 9.4116, 11.4079)  -0.19
C (13.5603, 10.0720, 15.0864)  -0.03
C (6.6661, 16.5193, 15.1326)  -0.10
H (5.6961, 8.8152, 17.1563)  0.12
O (11.0712, 7.8182, 9.4193)  -0.44
F (8.7382, 7.7832, 8.0064)  0.14
H (5.6707, 16.2258, 14.7821)  0.13
H (6.1278, 18.6623, 15.0277)  0.13
C (8.0778, 11.6788, 8.8918)  -0.28
C (14.4980, 8.4780, 13.3146)  -0.18
H (7.6303, 12.9880, 7.3191)  0.06
O (6.3522, 10.4049, 9.2925)  -0.13
C (7.5830, 13.1147, 15.7711)  0.07
H (9.9966, 14.0327, 8.8054)  0.08
O (10.6215, 11.5418, 12.3959)  0.02
H (12.8046, 7.4188, 14.1302)  0.10
C (15.2076, 10.7330, 11.7271)  -0.21
N (7.7295, 10.7085, 15.1679)  0.01
C (7.2359, 17.1613, 17.8857)  -0.11
Sr (12.2208, 9.5137, 10.7940)  1.56
C (15.5263, 6.9741, 11.5017)  -0.04
C (6.6212, 10.5171, 16.0627)  -0.28
H (7.2878, 16.4501, 14.2322)  0.13
H (6.2641, 18.9339, 17.4867)  0.20
O (11.0193, 8.4416, 12.5271)  -0.19
H (16.5542, 12.2712, 11.0286)  0.12

As for the total energy: -3891.1694 a.u. The value obtained for the HOMO energy is -0.20811 Ha. The HOMO-LUMO gap comes out at 3.5393 eV. As for the spin multiplicity: 1. The calculation puts the energy above the lowest of the compared OMol25 structures with the same formula, charge and spin at 0.0 kcal/mol.



Formula: C35H43MoN3O2SSi
Source: the Open Molecules 2025 dataset
Level of theory: ωB97M-V/def2-TZVPD

Last column: Löwdin spin population.
Element x y z (Å)
H (3.9198, 0.9501, 0.8345)  0.00
H (0.8722, -0.5985, 3.6394)  0.00
C (-0.9161, -1.8789, -1.1459)  -0.01
C (-1.8155, 4.3457, -0.0549)  0.03
C (2.7071, -4.9423, 1.5653)  0.00
C (2.2730, -4.5042, 0.3254)  0.00
C (-3.4934, 0.0810, 1.5956)  0.00
C (-3.3136, -0.1024, 5.2847)  0.00
C (2.7551, -0.8303, 0.4032)  0.01
S (-2.4362, 7.9393, -1.6356)  0.02
H (1.6861, -1.0943, -2.7556)  0.00
C (-3.7199, 0.5932, 3.9949)  0.00
H (-4.7563, 0.3660, 3.7428)  0.00
H (-2.3510, 5.7122, -3.6262)  0.00
C (-0.7201, 1.1410, -0.5004)  -0.03
H (-4.3243, -0.6270, 1.6219)  0.00
H (-0.4089, -4.7054, -6.0559)  0.00
C (2.0748, -4.4992, 2.7171)  0.00
H (-1.6628, 3.9500, 0.9384)  0.00
H (2.4208, -4.8274, 3.6865)  0.00
H (0.8042, -5.9488, -1.4478)  0.00
C (-1.5814, -0.1629, 3.1007)  0.00
H (-1.0953, 10.2802, -4.1475)  0.00
H (0.4597, -3.3389, 3.5152)  0.00
H (2.2043, -0.5814, 1.3404)  0.01
H (4.7530, -0.5703, 1.1181)  0.00
H (-2.2904, 10.4449, -2.8282)  0.00
H (0.5085, -1.1844, 5.2793)  0.00
N (1.8602, -0.5221, -0.7405)  0.00
H (-3.6194, 1.6786, 4.0978)  0.00
C (2.2568, 0.7911, -1.3057)  0.00
C (-1.8389, 0.1778, 5.5217)  0.00
H (3.5346, -5.6331, 1.6345)  0.00
H (2.7900, -4.8341, -0.5638)  0.00
H (-3.8983, 0.2697, 6.1253)  0.00
H (-1.6922, 1.2385, 5.7603)  0.00
H (-2.7749, -0.2383, 0.8285)  0.00
C (0.9812, -3.6515, 2.6191)  0.00
Si (0.6117, -2.9832, -1.4824)  0.01
C (-1.6896, 3.4825, -1.1604)  0.02
H (-1.7544, -2.4790, -0.7782)  0.00
C (4.0764, -0.0546, 0.4375)  0.00
O (-0.8388, -0.4940, 2.1057)  0.04
H (1.5603, 1.0441, -2.1099)  0.00
Mo (-0.0864, -0.5344, 0.3445)  1.61
C (1.1753, -3.6515, 0.2044)  0.00
N (-1.0600, -0.1655, 4.3401)  0.01
H (-0.1467, -7.0774, -5.4417)  0.00
C (-1.6000, 8.4612, -3.1842)  0.00
C (0.5559, -5.6646, -2.4595)  0.00
H (-3.8764, 1.0625, 1.3084)  0.00
C (0.0136, -6.3076, -4.7036)  0.00
H (-1.2580, -1.4085, -2.0731)  0.01
H (2.1350, 1.5431, -0.5168)  0.00
H (2.9589, -1.9040, 0.4004)  0.00
C (-1.9272, 3.9927, -2.4455)  0.03
C (0.3631, -6.6504, -3.4084)  0.00
H (2.9481, -1.9490, -1.8902)  0.00
H (0.7929, 0.5405, 5.0049)  0.00
C (4.6710, 0.0541, -0.9596)  0.00
H (3.9969, 1.8955, -1.8672)  0.00
C (-2.1959, 5.3330, -2.6287)  0.00
H (5.6336, 0.5610, -0.9048)  0.00
H (3.7420, 0.4851, -2.8702)  0.00
C (3.6989, 0.8460, -1.8439)  0.00
N (-2.8717, 0.1422, 2.9004)  0.01
H (-0.4174, -2.6914, 1.3022)  0.00
H (-0.0571, -2.9485, -4.3855)  0.00
H (-1.4595, -0.4124, 6.3596)  0.00
C (0.3560, -0.3636, 4.5741)  0.00
O (-1.2807, 7.6732, -4.0138)  0.00
C (-2.0858, 5.6760, -0.2382)  -0.01
C (-2.2311, 6.1931, -1.5310)  0.04
C (-1.2410, 2.1836, -0.8908)  0.17
H (-1.8916, 3.3383, -3.3040)  0.00
H (-3.4938, -1.1752, 5.2019)  0.00
C (-1.3900, 9.9307, -3.1602)  0.00
H (-0.5978, 10.1636, -2.4487)  0.00
C (-0.1349, -4.9727, -5.0475)  0.00
C (1.9296, -1.5663, -1.8016)  0.00
H (0.4849, -7.6878, -3.1382)  0.00
C (0.5297, -3.2428, 1.3718)  0.01
H (-2.1506, 6.3421, 0.6068)  0.00
C (0.0684, -3.9843, -4.1025)  0.00
C (0.4204, -4.3149, -2.7918)  0.00
H (4.8598, -0.9418, -1.3646)  0.00

As for the total energy: -2429.5508 a.u. The value obtained for the HOMO energy (spin up / spin down) is -0.45758 / -0.46425 Ha. The HOMO-LUMO gap (spin up / spin down) comes out at 5.2302 / 5.8219 eV. As for the spin multiplicity: 3. The net charge is +2. The calculation puts the energy above the lowest of the compared OMol25 structures with the same formula, charge and spin at 25.1 kcal/mol.